No. 1
The following is a DFT calculation (ωB97M-V/def2-TZVPD) of a structure of composition C14H37Li3N10O14 at a distorted geometry.

gap between HOMO and LUMO	1.61	eV
M	590.33	g/mol
total energy	-59292.8193	eV
largest force on an atom	7.2	eV/A
E_HOMO	-4.96	eV
LUMO level	-3.3	eV

Element x y z (Å)
Li  -2.90  -2.17  1.26
Li  -2.62  2.41  2.41
Li  -1.88  -1.85  4.73
C  -7.80  3.90  -1.74
C  -6.85  4.05  -2.69
C  -5.39  3.86  -2.44
O  -4.44  4.12  -3.29
C  -4.96  3.51  -1.18
C  -5.84  3.18  -0.13
C  -7.40  3.43  -0.45
O  -8.25  3.01  0.31
O  -5.39  2.65  0.87
O  -7.35  4.59  -3.79
H  -8.82  4.25  -1.82
H  -3.92  3.34  -0.98
C  0.59  0.14  0.05
C  0.47  0.06  1.68
C  1.33  1.08  2.30
O  -0.87  0.00  2.14
H  1.42  0.70  -0.38
H  -0.29  0.65  -0.34
H  0.64  -0.90  -0.26
H  1.01  -0.80  2.07
H  1.37  1.08  3.39
H  0.97  2.07  2.00
H  2.41  1.02  2.13
C  6.71  -0.66  1.12
O  6.60  0.38  0.45
N  7.77  -0.93  1.83
N  5.79  -1.54  1.06
H  8.45  -0.18  1.80
H  7.93  -1.82  2.28
H  5.93  -2.44  1.51
H  4.90  -1.24  0.70
C  -3.47  -1.02  -5.51
O  -4.06  -0.61  -6.42
N  -3.10  -0.28  -4.50
N  -3.00  -2.20  -5.40
H  -3.08  0.72  -4.67
H  -2.69  -0.72  -3.69
H  -2.23  -2.45  -4.80
H  -3.46  -2.98  -5.87
C  0.25  0.75  7.40
O  -0.04  -0.31  6.97
N  -0.54  1.61  8.13
N  1.41  1.28  7.51
H  -0.06  2.20  8.79
H  -1.44  1.23  8.38
H  2.14  0.67  7.17
H  1.61  2.23  7.80
C  2.11  -5.05  0.58
O  2.82  -5.72  -0.14
N  1.01  -4.52  0.22
N  2.43  -4.72  1.82
H  0.94  -4.41  -0.78
H  0.29  -4.31  0.90
H  3.30  -5.17  2.06
H  1.81  -4.26  2.48
C  1.52  -3.02  -4.59
O  0.47  -3.51  -4.18
N  2.27  -2.19  -3.93
N  1.95  -3.30  -5.81
H  2.15  -1.80  -3.01
H  3.09  -1.95  -4.47
H  1.46  -3.79  -6.55
H  2.85  -2.92  -6.07
O  -2.79  -2.91  -1.35
H  -3.68  -2.95  -1.71
H  -2.31  -3.59  -1.82
O  2.39  1.52  -5.47
H  1.96  2.33  -5.73
H  1.94  1.25  -4.66
O  6.97  3.10  3.22
H  6.75  3.56  2.41
H  6.36  2.36  3.26
O  -1.79  5.24  1.84
H  -2.00  5.86  2.54
H  -1.81  5.77  1.04

No. 2
The following is a DFT calculation (ωB97M-V/def2-TZVPD) of a cluster of 7 separate species, C43H45BN8O14P in total at a distorted geometry.

gap between HOMO and LUMO	8.15	eV
M	939.66	g/mol
total energy	-95853.1531	eV
largest force on an atom	1.7	eV/A
net charge	+1
E_HOMO	-11.33	eV
LUMO level	-3.2	eV

Element x y z (Å)
C  0.67  -1.77  1.07
C  0.80  -0.44  1.85
P  2.37  -0.47  2.80
C  2.59  1.22  3.48
C  2.02  -1.61  4.20
N  1.22  -1.40  5.25
C  1.22  -2.50  6.06
C  2.04  -3.41  5.49
N  2.53  -2.84  4.32
B  3.47  -3.61  3.42
O  4.32  -3.02  2.57
O  3.43  -4.96  3.56
C  3.06  -5.63  2.34
H  1.26  -2.56  1.53
H  0.97  -1.63  0.04
H  -0.37  -2.10  1.11
H  -0.01  -0.41  2.58
H  0.78  0.42  1.19
H  1.67  1.78  3.34
H  2.93  1.24  4.51
H  3.37  1.69  2.87
H  0.69  -0.55  5.42
H  0.65  -2.61  6.97
H  2.28  -4.41  5.81
H  4.10  -2.10  2.36
H  3.75  -5.40  1.53
H  2.04  -5.37  2.04
H  3.10  -6.70  2.55
C  -4.38  0.52  -1.26
C  -3.97  -0.41  -0.32
C  -3.24  -0.01  0.78
C  -2.93  1.33  0.93
C  -3.33  2.28  0.00
C  -4.05  1.87  -1.10
N  -2.17  1.76  2.11
O  -1.80  0.91  2.90
O  -1.93  2.95  2.23
H  -4.96  0.19  -2.12
H  -4.23  -1.45  -0.45
H  -2.92  -0.74  1.52
H  -3.07  3.32  0.13
H  -4.37  2.59  -1.84
C  4.15  -8.78  5.15
C  4.51  -7.45  5.36
C  5.85  -7.08  5.33
C  6.80  -8.05  5.09
C  6.47  -9.37  4.89
C  5.13  -9.74  4.92
N  8.22  -7.65  5.03
O  8.48  -6.48  5.23
O  9.04  -8.51  4.78
H  3.11  -9.06  5.17
H  3.75  -6.71  5.54
H  6.13  -6.05  5.49
H  7.23  -10.11  4.70
H  4.85  -10.77  4.76
C  -7.80  0.21  -7.13
C  -8.16  0.53  -5.82
C  -7.50  -0.07  -4.76
C  -6.49  -0.98  -5.03
C  -6.12  -1.31  -6.32
C  -6.79  -0.70  -7.38
N  -5.78  -1.60  -3.91
O  -6.13  -1.31  -2.77
O  -4.87  -2.36  -4.16
H  -8.31  0.69  -7.95
H  -8.95  1.24  -5.64
H  -7.78  0.17  -3.75
H  -5.33  -2.02  -6.51
H  -6.51  -0.95  -8.39
C  7.05  4.37  5.40
C  5.68  4.18  5.21
C  5.17  4.16  3.92
C  6.03  4.30  2.85
C  7.39  4.48  3.02
C  7.90  4.52  4.31
N  5.43  4.22  1.51
O  4.22  4.06  1.48
O  6.15  4.30  0.54
H  7.45  4.39  6.40
H  5.02  4.06  6.06
H  4.12  4.02  3.74
H  8.04  4.60  2.17
H  8.96  4.66  4.46
C  -5.37  5.37  -8.81
C  -6.12  4.49  -9.57
C  -7.33  4.01  -9.09
C  -7.76  4.44  -7.84
C  -7.02  5.31  -7.07
C  -5.81  5.78  -7.56
N  -9.06  3.96  -7.33
O  -9.68  3.17  -8.02
O  -9.43  4.37  -6.26
H  -4.42  5.74  -9.19
H  -5.77  4.17  -10.54
H  -7.92  3.33  -9.67
H  -7.38  5.63  -6.10
H  -5.22  6.47  -6.97
C  1.88  3.11  0.01
C  0.50  2.95  0.02
C  -0.20  2.86  -1.17
C  0.50  2.93  -2.36
C  1.87  3.10  -2.40
C  2.56  3.19  -1.20
N  -0.24  2.82  -3.63
O  -1.45  2.69  -3.57
O  0.40  2.85  -4.66
H  2.41  3.17  0.93
H  -0.04  2.89  0.96
H  -1.28  2.74  -1.17
H  2.40  3.16  -3.34
H  3.64  3.32  -1.20

No. 3
The following is a DFT calculation (ωB97M-V/def2-TZVPD) of a cluster of 2 separate species, C2H5IN2 in total at a distorted geometry.

gap between HOMO and LUMO (alpha / beta)	7.28 / 7.51	eV
energy relative to the best compared isomer or geometry (same formula, charge and spin)	216.1	kJ/mol
spin multiplicity	3
M	183.98	g/mol
total energy	-13229.3878	eV
largest force on an atom	5.5	eV/A
E_HOMO (alpha / beta)	-7.48 / -8.94	eV
LUMO level (alpha / beta)	-0.2 / -1.4	eV

Element x y z (Å)
C  1.52  -0.88  0.30
C  -1.51  -0.13  -0.09
N  1.52  0.41  0.29
N  0.53  1.15  0.33
I  0.26  2.71  -0.89
H  2.42  -1.49  0.50
H  0.54  -1.39  0.35
H  -1.31  -0.17  -1.14
H  -1.81  -0.97  0.30
H  -2.16  0.76  0.04

No. 4
The following is a DFT calculation (ωB97M-V/def2-TZVPD) of an isolated molecule of C4H6N2O at a distorted geometry.

gap between HOMO and LUMO	9.77	eV
energy relative to the best compared isomer or geometry (same formula, charge and spin)	248.2	kJ/mol
M	98.11	g/mol
structure (SMILES)	O=CN1CCC=N1
total energy	-9270.9295	eV
largest force on an atom	3.9	eV/A
E_HOMO	-8.99	eV
LUMO level	0.8	eV

Element x y z (Å)
O  2.96  -0.70  0.11
C  2.16  0.16  -0.16
N  0.81  -0.14  -0.39
C  -0.15  0.86  0.13
C  -1.52  0.09  -0.12
C  -1.00  -1.24  0.06
N  0.24  -1.39  -0.20
H  2.25  1.22  -0.17
H  0.07  0.68  1.15
H  -0.07  1.91  -0.21
H  -1.88  0.27  -1.21
H  -2.24  0.33  0.61
H  -1.62  -2.05  0.41

No. 5
The following is a DFT calculation (ωB97M-V/def2-TZVPD) of a cluster of 2 separate species, C7H19ClN3O2P in total at a distorted geometry.

gap between HOMO and LUMO	6.24	eV
M	243.67	g/mol
total energy	-37938.7971	eV
largest force on an atom	1.6	eV/A
E_HOMO	-6.70	eV
LUMO level	-0.5	eV

Element x y z (Å)
C  -3.25  0.93  -1.60
P  -1.55  0.53  -1.18
C  -1.46  -1.14  -0.51
C  -0.85  -1.26  0.91
C  0.57  -1.82  0.93
C  1.67  -0.79  1.24
N  2.83  -0.86  0.32
C  2.71  -0.02  -0.78
N  1.67  0.10  -1.51
N  3.91  0.72  -1.08
C  -0.95  1.82  -0.07
O  -1.97  2.01  0.87
O  -1.55  2.92  1.87
H  -3.56  0.23  -2.37
H  -3.86  0.80  -0.71
H  -3.32  1.94  -1.99
H  -0.77  0.62  -2.33
H  -2.47  -1.54  -0.50
H  -0.90  -1.73  -1.23
H  -0.91  -0.34  1.48
H  -1.46  -1.98  1.46
H  0.81  -2.25  -0.05
H  0.63  -2.65  1.66
H  1.28  0.23  1.29
H  2.05  -1.02  2.23
H  3.66  -0.56  0.81
H  0.98  -0.56  -1.14
H  3.60  1.67  -1.29
H  4.24  0.38  -1.98
H  -0.80  2.73  -0.67
H  0.02  1.56  0.36
H  -0.67  2.63  2.14
Cl  -0.36  -3.29  3.41

Copy entry 3 word for word.
The following is a DFT calculation (ωB97M-V/def2-TZVPD) of a cluster of 2 separate species, C2H5IN2 in total at a distorted geometry.

gap between HOMO and LUMO (alpha / beta)	7.28 / 7.51	eV
energy relative to the best compared isomer or geometry (same formula, charge and spin)	216.1	kJ/mol
spin multiplicity	3
M	183.98	g/mol
total energy	-13229.3878	eV
largest force on an atom	5.5	eV/A
E_HOMO (alpha / beta)	-7.48 / -8.94	eV
LUMO level (alpha / beta)	-0.2 / -1.4	eV

Element x y z (Å)
C  1.52  -0.88  0.30
C  -1.51  -0.13  -0.09
N  1.52  0.41  0.29
N  0.53  1.15  0.33
I  0.26  2.71  -0.89
H  2.42  -1.49  0.50
H  0.54  -1.39  0.35
H  -1.31  -0.17  -1.14
H  -1.81  -0.97  0.30
H  -2.16  0.76  0.04

Question: Which of these has the lowest largest force on an atom?
Answer: C7H19ClN3O2P

Question: Look up the largest force on an atom of the fifth one.
Answer: 1.6 eV/A